DFT (ωB97M-V/def2-TZVPD) results for CH3PS in the gas phase in a non-equilibrium geometry.

```
6
Properties=species:S:1:pos:R:3:forces:R:3:mulliken_charge:R:1
P 0.85634 -0.67486 -0.14545 -0.559 -3.566 1.851 -0.071
C -0.61913 0.24183 -0.36345 1.245 4.002 -3.326 -0.028
S -2.10196 0.07106 0.06528 -2.151 -0.582 0.896 -0.234
H 0.70213 -1.17526 1.34923 -0.103 0.521 -2.366 0.074
H 1.57821 0.31283 0.31105 1.727 2.398 0.603 0.050
H -0.41560 1.22440 -1.21666 -0.158 -2.772 2.343 0.209
```
Forces are in eV/Å.

Electronic energy ... -21207.111 eV
Largest force on an atom ... 5.35 eV/Å
Gap between HOMO and LUMO ... 0.3033 hartree
SMILES ... PC=S
E_HOMO ... -8.67 eV
M ... 78.08 g/mol